The following is a quantum chemistry calculation of one molecule with the formula CH3FNOPS in a non-equilibrium geometry, from the Open Molecules 2025 dataset.

- spin multiplicity = 1
- HOMO level (eV) = -9.346
- net charge = 0
- HOMO-LUMO gap (eV) = 8.65
- LUMO energy (eV) = -0.70
- energy relative to the best compared isomer or geometry (same formula, charge and spin) (eV) = 1.9787
- DFT total energy (Ha) = -1009.19582

The geometry in XYZ format:
```
9
Properties=species:S:1:pos:R:3:forces:R:3:nbo_charge:R:1
C 0.4694 0.1483 -0.0575 2.37 0.18 1.26 0.383
N -0.5434 -0.5412 0.2863 -2.91 -0.67 0.96 -0.706
O 1.3017 -0.5103 -0.7437 0.02 0.15 -1.05 -0.629
F -1.4096 -2.8839 -0.6508 1.15 0.54 -0.29 -0.543
P 0.9862 1.7845 0.6673 -0.05 -0.67 -0.69 0.321
S 0.0727 -2.0798 -1.0017 -2.06 0.94 2.01 0.768
H -1.2980 -0.1454 1.0049 1.89 -1.65 -2.44 0.430
H 0.7405 2.2767 -0.6324 -0.02 0.62 0.12 0.011
H -0.3193 1.9512 1.1276 -0.38 0.56 0.14 -0.034
```
Positions in Å, forces in eV/Å.

***

The following is a quantum chemistry calculation of one molecule with the formula CH3FO2 in a non-equilibrium geometry, from the Open Molecules 2025 dataset.

- spin multiplicity = 1
- HOMO level (eV) = -11.577
- net charge = 0
- HOMO-LUMO gap (eV) = 12.39
- SMILES = OOCF
- LUMO energy (eV) = 0.82
- energy relative to the best compared isomer or geometry (same formula, charge and spin) (eV) = 3.5258
- DFT total energy (Ha) = -290.12603

The geometry in XYZ format:
```
7
Properties=species:S:1:pos:R:3:forces:R:3:nbo_charge:R:1
O -1.4537 0.4874 -0.1324 -1.92 -2.83 -0.34 -0.476
O -0.5667 -0.1970 0.7683 -0.38 1.98 -0.15 -0.237
C 0.5655 -0.4292 0.0569 -0.36 -1.10 -2.13 0.296
F 1.5028 0.5454 0.0748 0.37 1.35 0.29 -0.364
H -1.3280 1.4038 -0.2738 1.45 1.87 0.88 0.467
H 1.0201 -1.2657 0.5412 0.24 -0.90 0.09 0.158
H 0.2600 -0.5448 -1.0351 0.60 -0.37 1.36 0.156
```
Positions in Å, forces in eV/Å.

***

The following is a quantum chemistry calculation of a 2-piece molecular cluster, CH3FO3P overall in a non-equilibrium geometry, from the Open Molecules 2025 dataset.

- spin multiplicity = 1
- HOMO level (eV) = -3.942
- net charge = -1
- HOMO-LUMO gap (eV) = 7.58
- LUMO energy (eV) = 3.63
- energy relative to the best compared isomer or geometry (same formula, charge and spin) (eV) = 2.3265
- DFT total energy (Ha) = -706.79120

The geometry in XYZ format:
```
9
Properties=species:S:1:pos:R:3:forces:R:3:nbo_charge:R:1
C -1.1329 0.1390 -0.3254 1.78 -1.77 -3.48 -0.993
O -0.0251 -1.7842 1.3761 -0.51 0.30 1.95 -1.075
O 0.8848 -1.7113 -0.9438 0.95 0.03 -1.76 -1.072
O 2.1981 1.0037 0.6304 -0.57 -1.92 0.21 -0.543
F 1.8551 2.3421 0.2807 -0.50 1.01 -0.34 -0.303
P 0.2095 -1.0510 0.1492 -0.33 0.50 -1.03 2.256
H -0.6618 0.9895 -0.8271 -0.15 -0.31 -0.26 0.264
H -1.9567 -0.3718 -0.9287 1.27 0.68 0.97 0.240
H -1.3711 0.4439 0.5887 -1.93 1.46 3.74 0.226
```
Positions in Å, forces in eV/Å.

***

The following is a quantum chemistry calculation of a 2-piece molecular cluster, CH3FOS overall in a non-equilibrium geometry, from the Open Molecules 2025 dataset.

- spin multiplicity = 1
- HOMO level (alpha / beta) (eV) = -10.046 / -9.824
- net charge = 0
- HOMO-LUMO gap (alpha / beta) (eV) = 6.59 / 6.37
- LUMO energy (alpha / beta) (eV) = -3.45 / -3.45
- energy relative to the best compared isomer or geometry (same formula, charge and spin) (eV) = 7.3170
- DFT total energy (Ha) = -612.91146

The geometry in XYZ format:
```
7
Properties=species:S:1:pos:R:3:forces:R:3:nbo_charge:R:1
C 0.2793 0.6116 0.7287 0.74 2.00 0.90 -0.854
O -1.2076 -1.6504 -1.3917 0.22 2.68 0.93 -0.153
F -0.0300 -1.8592 -2.0584 0.39 -0.33 -0.30 -0.149
S -0.7548 0.9373 -0.6746 -0.59 -2.42 0.26 0.389
H 0.3515 1.4805 1.4527 -0.79 0.05 -1.08 0.271
H 1.3066 0.5797 0.4508 0.78 -0.74 -0.50 0.229
H 0.0551 -0.0996 1.4925 -0.74 -1.24 -0.21 0.267
```
Positions in Å, forces in eV/Å.

***

The following is a quantum chemistry calculation of one molecule with the formula CH3FS in a non-equilibrium geometry, from the Open Molecules 2025 dataset.

- spin multiplicity = 1
- HOMO level (eV) = -9.544
- net charge = 0
- HOMO-LUMO gap (eV) = 10.44
- SMILES = FCS
- LUMO energy (eV) = 0.90
- energy relative to the best compared isomer or geometry (same formula, charge and spin) (eV) = 0.1885
- DFT total energy (Ha) = -537.91782

The geometry in XYZ format:
```
6
Properties=species:S:1:pos:R:3:forces:R:3:nbo_charge:R:1
F 0.2640 0.1041 1.4179 0.16 -0.68 2.21 -0.331
C -0.4113 0.0565 0.2971 -1.47 -0.53 -4.59 -0.052
S 0.8023 0.6364 -1.0192 -0.83 -0.49 0.53 -0.093
H -0.7896 -0.9672 -0.1556 1.10 1.46 1.82 0.177
H -1.3273 0.6859 0.2722 0.81 0.01 0.36 0.177
H 1.4618 -0.5158 -0.8124 0.23 0.22 -0.33 0.123
```
Positions in Å, forces in eV/Å.

***

The following is a quantum chemistry calculation of CH3I2P as an isolated structure in a non-equilibrium geometry, from the Open Molecules 2025 dataset.

- spin multiplicity = 1
- HOMO level (alpha / beta) (eV) = -8.644 / -8.272
- net charge = 0
- HOMO-LUMO gap (alpha / beta) (eV) = 7.06 / 7.38
- LUMO energy (alpha / beta) (eV) = -1.58 / -0.89
- energy relative to the best compared isomer or geometry (same formula, charge and spin) (eV) = 4.3159
- DFT total energy (Ha) = -976.52104

The geometry in XYZ format:
```
7
Properties=species:S:1:pos:R:3:forces:R:3:nbo_charge:R:1
C -0.7844 -0.8424 -0.5161 1.95 -1.79 2.32 -0.564
P 3.1164 1.8760 0.0780 -0.20 -0.11 -0.87 0.084
I 0.2063 0.8855 -0.0455 -0.66 0.17 0.08 0.263
I 3.8645 -0.4179 -0.0368 0.20 -0.05 0.03 -0.111
H -0.8575 -1.1161 -1.5232 -0.41 0.12 -1.59 0.171
H -0.3177 -1.7312 0.0677 -1.20 1.60 -0.66 0.190
H 2.8166 1.9419 -1.3434 0.31 0.06 0.70 -0.032
```
Positions in Å, forces in eV/Å.

***

The following is a quantum chemistry calculation of one molecule with the formula CH3IN4 in a non-equilibrium geometry, from the Open Molecules 2025 dataset.

- spin multiplicity = 1
- HOMO level (eV) = -8.731
- net charge = 0
- HOMO-LUMO gap (eV) = 8.12
- SMILES = IN1N=NCN1
- LUMO energy (eV) = -0.61
- energy relative to the best compared isomer or geometry (same formula, charge and spin) (eV) = 2.4526
- DFT total energy (Ha) = -556.48821

The geometry in XYZ format:
```
9
Properties=species:S:1:pos:R:3:forces:R:3:nbo_charge:R:1
I 2.9786 0.5162 0.0451 -0.36 -0.32 0.19 0.315
N 1.0900 -0.0952 -0.5256 -0.53 1.06 -0.18 -0.307
N 0.6829 -1.3655 -0.2036 -0.17 0.21 -0.10 0.026
N -0.5063 -1.3862 0.1319 -0.45 -1.43 -0.14 -0.193
C -1.0109 -0.0650 0.4075 -0.73 2.58 -2.54 -0.131
N -0.0113 0.8243 -0.2567 1.58 -0.96 1.52 -0.509
H -2.0477 0.3545 0.0763 1.57 -1.66 0.19 0.219
H -1.0346 -0.0590 1.4704 0.25 0.73 1.19 0.197
H -0.1407 1.2758 -1.1454 -1.14 -0.21 -0.13 0.384
```
Positions in Å, forces in eV/Å.

***

The following is a quantum chemistry calculation of a 2-piece molecular cluster, CH3IN4 overall in a non-equilibrium geometry, from the Open Molecules 2025 dataset.

- spin multiplicity = 3
- HOMO level (alpha / beta) (eV) = -7.666 / -10.148
- net charge = 0
- <S²> = 2.017
- HOMO-LUMO gap (alpha / beta) (eV) = 7.95 / 6.34
- LUMO energy (alpha / beta) (eV) = 0.28 / -3.81
- energy relative to the best compared isomer or geometry (same formula, charge and spin) (eV) = 0.4307
- DFT total energy (Ha) = -556.38347

The geometry in XYZ format:
```
9
Properties=species:S:1:pos:R:3:forces:R:3:mulliken_spin:R:1
C 0.1509 0.8198 -1.1320 -0.61 1.66 4.37 0.050
N -0.6724 0.2709 -2.0729 -2.19 -0.20 -1.96 0.747
N -0.4092 -0.9121 -2.2333 -1.04 -0.42 -0.90 0.500
N 1.0456 -0.2074 -0.7698 0.33 -0.56 0.59 0.298
N 0.7006 -1.1900 -1.4401 1.62 -2.35 0.49 0.219
I -0.6004 -0.2279 4.0992 0.01 -0.93 0.83 0.001
H 0.7242 1.5925 -1.4338 1.86 2.98 -1.77 0.071
H -0.3451 1.3381 -0.2244 0.04 -1.12 -0.82 0.115
H -0.5941 -1.4839 5.2070 -0.01 0.93 -0.83 0.000
```
Positions in Å, forces in eV/Å.

***

The following is a quantum chemistry calculation of a 2-piece molecular cluster, CH3IN5 overall in a non-equilibrium geometry, from the Open Molecules 2025 dataset.

- spin multiplicity = 1
- HOMO level (alpha / beta) (eV) = -12.586 / -12.234
- net charge = +1
- HOMO-LUMO gap (alpha / beta) (eV) = 3.27 / 6.68
- LUMO energy (alpha / beta) (eV) = -9.31 / -5.55
- energy relative to the best compared isomer or geometry (same formula, charge and spin) (eV) = 1.1850
- DFT total energy (Ha) = -610.92908

The geometry in XYZ format:
```
10
Properties=species:S:1:pos:R:3:forces:R:3:nbo_charge:R:1
C 0.5247 2.0816 0.2247 -1.95 -0.68 1.24 0.234
N 1.2408 1.2377 -0.5355 1.65 -1.71 -1.68 -0.109
N -0.4898 1.4285 0.7503 -1.21 1.42 1.21 -0.240
N 0.6957 0.0876 -0.5081 2.25 -0.64 -1.93 0.011
N -0.3561 0.2077 0.2669 -1.85 0.27 1.44 0.218
N -1.2042 -0.7681 0.5355 1.14 1.03 -0.10 -0.301
I 1.6377 -5.0714 -2.6513 -0.02 0.02 0.02 0.001
H 0.7544 3.1161 0.3830 -0.02 0.22 0.08 0.268
H -1.8364 -0.6198 1.3144 -0.20 0.25 0.03 0.459
H -0.9667 -1.6999 0.2201 0.21 -0.19 -0.31 0.458
```
Positions in Å, forces in eV/Å.

***

The following is a quantum chemistry calculation of a 2-piece molecular cluster, CH3INOP overall in a non-equilibrium geometry, from the Open Molecules 2025 dataset.

- spin multiplicity = 1
- HOMO level (eV) = -9.703
- net charge = 0
- HOMO-LUMO gap (eV) = 10.08
- SMILES = O=C=NP.I
- LUMO energy (eV) = 0.38
- energy relative to the best compared isomer or geometry (same formula, charge and spin) (eV) = 0.8386
- DFT total energy (Ha) = -808.91534

The geometry in XYZ format:
```
8
Properties=species:S:1:pos:R:3:forces:R:3:nbo_charge:R:1
O 1.5109 0.0906 -1.4563 -0.27 0.72 -0.38 -0.507
C 0.7048 -0.3017 -0.7119 1.34 -1.34 0.01 0.878
N 0.0838 -0.9847 0.0470 -0.58 -0.10 0.29 -0.855
P -0.8793 -1.1257 1.4238 0.74 -1.67 2.08 0.527
H 0.1814 -1.1144 2.4897 -0.84 0.47 -1.07 -0.034
H -0.8297 -2.6336 1.7182 -0.17 1.67 -1.01 -0.016
I -0.5442 2.7138 -1.0570 -0.42 -0.01 0.77 -0.096
H -0.2277 3.3557 -2.4536 0.20 0.26 -0.70 0.104
```
Positions in Å, forces in eV/Å.